*P*
{
  "formula": "C2H5NO",
  "method": "wB97M-V/def2-TZVPD",
  "symbols": ["C", "C", "N", "O", "H", "H", "H", "H", "H"],
  "coordinates": [[1.002, -0.562, -0.396], [-1.793, 0.299, -0.293], [1.419, 0.018, 0.674], [1.211, -1.455, -1.146], [-2.055, -0.090, 0.659], [-1.308, 1.284, -0.433], [-1.714, -0.306, -1.169], [0.846, 0.749, 1.129], [2.391, 0.064, 0.977]],
  "e_lumo_ev": [0.348, 0.420],
  "homo_ha": [-0.31403, -0.27019],
  "gap_ha": [0.3268, 0.2856]
}

---

*Q*
{
  "formula": "C2H5NO",
  "method": "wB97M-V/def2-TZVPD",
  "symbols": ["C", "N", "C", "O", "H", "H", "H", "H", "H"],
  "coordinates": [[1.112, 0.063, 0.111], [-0.239, 0.222, -0.704], [-1.405, -0.337, -0.083], [-1.426, -0.863, 1.004], [0.973, -0.783, 0.760], [1.905, -0.042, -0.636], [1.418, 0.932, 0.757], [-0.027, 1.165, -0.470], [-2.311, -0.357, -0.739]],
  "e_lumo_ev": 0.985,
  "smiles": "CNC=O",
  "homo_ha": -0.37130,
  "gap_ha": 0.4075
}

---

Last place for stability: *P*

---

*P*
{
  "formula": "C5H14NO4",
  "method": "wB97M-V/def2-TZVPD",
  "symbols": ["O", "C", "O", "C", "C", "C", "C", "N", "H", "H", "H", "H", "H", "H", "H", "H", "H", "H", "H", "H", "O", "H", "H", "O"],
  "coordinates": [[-2.775, 0.092, 1.793], [-2.004, -0.492, 1.051], [-1.358, -1.556, 1.339], [-1.840, 0.055, -0.427], [-0.930, 1.256, -0.292], [0.324, 1.213, 0.622], [1.088, -0.077, 0.430], [1.506, -0.118, -1.029], [-1.406, -0.672, -1.103], [-2.830, 0.272, -0.941], [-0.435, 1.433, -1.329], [-1.597, 2.071, 0.068], [-0.021, 1.305, 1.674], [1.022, 2.187, 0.553], [0.500, -0.954, 0.600], [1.832, -0.159, 1.235], [0.612, -0.162, -1.629], [2.103, -0.958, -1.201], [-2.153, -3.721, -0.220], [-1.093, -2.774, 0.162], [-1.228, -3.601, -0.172], [3.405, 1.394, 0.275], [3.602, 1.819, -1.192], [3.675, 2.149, -0.267]],
  "e_lumo_ev": 3.536,
  "homo_ha": -0.17337,
  "total_charge": -1,
  "gap_ha": 0.3033
}

---

*Q*
{
  "formula": "C5H14NO4",
  "method": "wB97M-V/def2-TZVPD",
  "symbols": ["C", "C", "C", "C", "N", "C", "O", "O", "H", "H", "H", "H", "H", "H", "H", "H", "H", "H", "H", "H", "O", "H", "H", "O"],
  "coordinates": [[1.227, 0.656, 2.448], [0.190, -0.393, 2.062], [0.650, -1.808, 1.748], [1.485, -1.901, 0.461], [-0.809, 0.091, 1.125], [-0.508, 0.801, -0.070], [-1.396, 0.712, -0.956], [0.603, 1.369, -0.151], [1.416, 0.627, 3.519], [0.761, 1.627, 2.271], [2.180, 0.609, 1.920], [-0.380, -0.535, 2.992], [-0.254, -2.392, 1.603], [1.145, -2.261, 2.601], [2.551, -2.104, 0.598], [1.406, -0.963, -0.091], [1.140, -2.667, -0.225], [-1.546, -0.555, 0.882], [0.666, 0.800, -2.857], [1.354, 1.481, -1.754], [1.473, 1.312, -2.718], [-2.438, -1.420, -2.862], [-2.867, -0.100, -2.222], [-3.209, -0.869, -2.708]],
  "e_lumo_ev": 3.612,
  "homo_ha": -0.18707,
  "total_charge": -1,
  "gap_ha": 0.3198
}

---

Last place for stability: *P*

---

*P*
{
  "formula": "C3H9NOS",
  "method": "wB97M-V/def2-TZVPD",
  "symbols": ["N", "C", "C", "O", "C", "S", "H", "H", "H", "H", "H", "H", "H", "H", "H"],
  "coordinates": [[-1.113, -0.558, -0.946], [0.146, -0.108, -0.376], [0.966, 0.761, -1.325], [1.407, -0.071, -2.392], [-0.156, 0.653, 0.929], [-0.664, -0.378, 2.290], [-1.680, 0.228, -1.236], [-0.958, -1.168, -1.735], [0.720, -0.998, -0.117], [0.315, 1.552, -1.716], [1.835, 1.192, -0.803], [1.683, 0.494, -3.131], [0.729, 1.194, 1.272], [-0.908, 1.414, 0.704], [-1.840, -0.769, 1.785]],
  "e_lumo_ev": 0.777,
  "smiles": "N[C@@H](CO)CS",
  "homo_ha": -0.32666,
  "gap_ha": 0.3552
}

---

*Q*
{
  "formula": "C3H9NOS",
  "method": "wB97M-V/def2-TZVPD",
  "symbols": ["N", "C", "O", "H", "H", "H", "C", "S", "C", "H", "H", "H", "H", "H", "H"],
  "coordinates": [[0.896, -2.275, 2.314], [1.317, -2.194, 0.998], [0.477, -1.904, 0.146], [1.521, -2.647, 3.024], [-0.092, -2.302, 2.396], [2.258, -2.737, 0.891], [-2.037, 1.258, -1.742], [-1.243, 1.959, -0.180], [0.512, 1.764, -0.445], [-3.084, 1.122, -1.496], [-1.951, 2.346, -2.301], [-1.196, 0.610, -2.174], [0.614, 1.412, -1.395], [0.834, 0.937, 0.161], [1.174, 2.650, -0.199]],
  "e_lumo_ev": 0.860,
  "smiles": "NC=O.CSC",
  "homo_ha": -0.28698,
  "gap_ha": 0.3186
}

---

*R*
{
  "formula": "C3H9NOS",
  "method": "wB97M-V/def2-TZVPD",
  "symbols": ["C", "C", "C", "N", "O", "S", "H", "H", "H", "H", "H", "H", "H", "H", "H"],
  "coordinates": [[1.428, -0.656, 1.359], [-1.254, 1.075, -1.544], [1.046, -0.460, -0.107], [-1.141, 0.855, 1.081], [-1.336, -1.976, -1.076], [-0.800, 0.009, -0.191], [1.061, -1.647, 1.630], [2.453, -0.543, 1.484], [0.910, 0.127, 1.854], [-0.741, 2.019, -1.436], [-0.972, 0.553, -2.476], [-2.357, 1.238, -1.285], [1.094, -1.366, -0.780], [1.510, 0.374, -0.493], [-0.901, 0.399, 1.977]],
  "e_lumo_ev": [-0.922, 0.269],
  "homo_ha": [-0.32434, -0.31567],
  "gap_ha": [0.2904, 0.3256]
}

---

Last place for stability: *R*

---

*P*
{
  "formula": "C3H9NOS",
  "method": "wB97M-V/def2-TZVPD",
  "symbols": ["C", "C", "C", "N", "O", "S", "H", "H", "H", "H", "H", "H", "H", "H", "H"],
  "coordinates": [[-0.057, -1.373, 0.966], [-0.448, 1.570, -0.858], [0.574, -0.019, 1.187], [1.176, -0.952, -2.073], [2.049, 1.734, -0.215], [1.077, 0.691, -0.405], [-0.235, -2.086, 1.760], [-1.155, -1.262, 0.513], [0.624, -1.847, 0.114], [-0.742, 1.698, -1.935], [-1.187, 0.891, -0.378], [-0.472, 2.526, -0.279], [1.312, -0.097, 1.927], [-0.107, 0.795, 1.493], [2.133, -1.175, -2.383]],
  "e_lumo_ev": [-0.216, -0.182],
  "homo_ha": [-0.31283, -0.31337],
  "gap_ha": [0.3049, 0.3067]
}

---

*Q*
{
  "formula": "C3H9NOS",
  "method": "wB97M-V/def2-TZVPD",
  "symbols": ["N", "C", "O", "H", "H", "H", "C", "C", "S", "H", "H", "H", "H", "H", "H"],
  "coordinates": [[-0.868, -2.774, -0.884], [-1.742, -2.031, -0.112], [-1.722, -1.993, 1.081], [-0.754, -2.708, -1.883], [0.005, -3.112, -0.505], [-2.404, -1.458, -0.790], [0.180, 0.677, 0.481], [0.728, 2.146, 0.534], [2.504, 2.079, 0.105], [0.879, 0.144, 1.128], [0.370, 0.359, -0.556], [-0.846, 0.547, 0.837], [0.122, 2.786, -0.094], [0.660, 2.434, 1.580], [2.887, 2.903, -0.923]],
  "e_lumo_ev": 0.829,
  "smiles": "NC=O.CCS",
  "homo_ha": -0.33088,
  "gap_ha": 0.3613
}

---

Last place for stability: *P*

---

*P*
{
  "formula": "C3H9NOS",
  "method": "wB97M-V/def2-TZVPD",
  "symbols": ["C", "C", "S", "O", "N", "C", "H", "H", "H", "H", "H", "H", "H", "H", "H"],
  "coordinates": [[-0.154, 1.207, -1.679], [1.011, 0.932, -0.684], [0.398, 0.133, 0.797], [-0.316, 1.096, 1.643], [-0.091, -1.191, 0.280], [-0.908, -1.983, 1.184], [-0.292, 0.471, -2.432], [-1.013, 1.252, -1.031], [-0.170, 2.301, -2.060], [1.702, 1.857, -0.432], [1.756, 0.244, -1.293], [1.627, 0.080, 1.447], [-1.577, -1.429, 1.880], [-0.325, -2.577, 1.777], [-1.649, -2.395, 0.602]],
  "e_lumo_ev": 0.680,
  "smiles": "CC[S@@H](=O)=NC",
  "homo_ha": -0.35222,
  "gap_ha": 0.3772
}

---

*Q*
{
  "formula": "C3H9NOS",
  "method": "wB97M-V/def2-TZVPD",
  "symbols": ["N", "C", "O", "H", "H", "H", "C", "C", "S", "H", "H", "H", "H", "H", "H"],
  "coordinates": [[-0.783, -2.406, 0.721], [-0.179, -3.261, -0.159], [1.005, -3.478, -0.200], [-1.702, -2.168, 0.379], [-0.257, -1.691, 1.199], [-0.888, -3.755, -0.838], [-0.147, 1.871, -0.994], [0.924, 1.561, 0.042], [0.818, 2.739, 1.434], [0.053, 2.823, -1.485], [-1.127, 1.896, -0.525], [-0.123, 1.127, -1.796], [0.789, 0.555, 0.429], [1.955, 1.694, -0.276], [-0.339, 2.493, 2.070]],
  "e_lumo_ev": 0.541,
  "smiles": "NC=O.CCS",
  "homo_ha": -0.33655,
  "gap_ha": 0.3564
}

---

Last place for stability: *P*

---

*P*
{
  "formula": "C3H2Br2P2",
  "method": "wB97M-V/def2-TZVPD",
  "symbols": ["C", "C", "C", "P", "P", "Br", "Br", "H", "H"],
  "coordinates": [[0.638, 1.470, 0.967], [0.385, 0.015, -1.117], [-0.560, -0.871, -0.885], [-1.550, -1.007, 0.617], [-0.189, 0.168, 1.633], [1.571, 0.272, -2.496], [-1.100, -2.157, -2.244], [1.690, 1.518, 0.762], [-0.886, 0.592, 2.763]],
  "e_lumo_ev": [-1.736, -1.743],
  "homo_ha": [-0.30637, -0.30653],
  "gap_ha": [0.2426, 0.2425]
}

---

*Q*
{
  "formula": "C3H2Br2P2",
  "method": "wB97M-V/def2-TZVPD",
  "symbols": ["C", "C", "C", "P", "P", "Br", "Br", "H", "H"],
  "coordinates": [[-0.937, -0.161, -0.051], [-2.383, -0.153, -0.092], [-3.232, 0.799, 0.035], [-0.980, 3.162, -0.020], [-0.135, 1.346, 0.145], [-3.087, -2.232, 0.029], [-5.077, 1.033, -0.015], [-0.429, -1.115, 0.143], [1.319, 1.201, -0.069]],
  "e_lumo_ev": [-2.732, -2.806],
  "homo_ha": [-0.30336, -0.29840],
  "gap_ha": [0.2030, 0.1953]
}

---

Last place for stability: *P*

---

*P*
{
  "formula": "C3H6N2O2",
  "method": "wB97M-V/def2-TZVPD",
  "symbols": ["O", "N", "N", "C", "C", "O", "C", "H", "H", "H", "H", "H", "H"],
  "coordinates": [[-2.812, -0.447, 0.081], [-2.025, 0.523, 0.086], [-0.795, 0.147, -0.216], [0.273, 1.102, -0.216], [1.421, 0.191, 0.275], [1.089, -1.099, -0.115], [-0.315, -1.198, -0.106], [0.494, 1.504, -1.231], [0.048, 1.935, 0.432], [2.388, 0.543, -0.126], [1.515, 0.215, 1.361], [-0.737, -1.656, 0.760], [-0.542, -1.763, -0.985]],
  "e_lumo_ev": 0.801,
  "smiles": "O=NN1CCOC1",
  "homo_ha": -0.35224,
  "gap_ha": 0.3817
}

---

*Q*
{
  "formula": "C3H6N2O2",
  "method": "wB97M-V/def2-TZVPD",
  "symbols": ["N", "C", "N", "C", "O", "C", "O", "H", "H", "H", "H", "H", "H"],
  "coordinates": [[0.673, 1.505, 0.688], [0.253, 0.164, 0.521], [0.746, -0.371, -0.713], [-0.100, -0.682, -1.743], [-1.312, -0.639, -1.700], [-0.904, -0.561, 1.053], [0.381, -0.593, 1.696], [0.635, 1.848, 1.635], [0.335, 2.155, -0.006], [1.732, -0.273, -0.913], [0.444, -0.998, -2.650], [-1.722, -0.054, 1.558], [-1.160, -1.502, 0.573]],
  "e_lumo_ev": 0.849,
  "smiles": "N[C@]1(NC=O)CO1",
  "homo_ha": -0.35277,
  "gap_ha": 0.3840
}

---

*R*
{
  "formula": "C3H6N2O2",
  "method": "wB97M-V/def2-TZVPD",
  "symbols": ["C", "C", "O", "O", "N", "H", "H", "H", "H", "H", "C", "N", "H"],
  "coordinates": [[0.970, 0.378, 0.917], [0.217, 1.155, -0.029], [0.100, 2.338, -0.175], [-0.440, 0.377, -0.965], [-0.450, -0.994, -0.739], [1.583, -0.328, 0.327], [0.396, -0.154, 1.656], [1.707, 1.026, 1.448], [-1.400, -1.296, -0.368], [-0.301, -1.429, -1.553], [-2.900, 0.821, 0.290], [-3.082, -0.254, 0.598], [-3.098, 1.830, -0.111]],
  "e_lumo_ev": 0.997,
  "smiles": "CC(=O)ON.C#N",
  "homo_ha": -0.36386,
  "gap_ha": 0.4005
}

---

*S*
{
  "formula": "C3H6N2O2",
  "method": "wB97M-V/def2-TZVPD",
  "symbols": ["N", "C", "N", "C", "C", "O", "O", "H", "H", "H", "H", "H", "H"],
  "coordinates": [[-0.942, 1.247, 0.123], [-0.820, -0.120, -0.126], [-2.079, -0.656, -0.116], [0.317, -0.811, -0.217], [1.561, 0.029, -0.111], [1.781, 1.177, -0.107], [2.625, -0.791, 0.151], [-1.581, 1.855, -0.395], [0.066, 1.654, 0.147], [-2.285, -1.649, 0.374], [-2.556, -0.069, 0.598], [0.686, -1.843, -0.171], [3.227, -0.024, -0.148]],
  "e_lumo_ev": 0.814,
  "smiles": "NC(N)=CC(=O)O",
  "homo_ha": -0.32687,
  "gap_ha": 0.3568
}

---

Last place for stability: *P*

---

*P*
{
  "formula": "C2H2S3",
  "method": "wB97M-V/def2-TZVPD",
  "symbols": ["C", "C", "S", "S", "S", "H", "H"],
  "coordinates": [[0.453, 0.134, -2.551], [-0.332, -0.154, 2.084], [0.907, 1.606, -2.404], [0.030, -1.333, -2.892], [-0.099, 0.295, 0.476], [-0.239, -1.094, 2.454], [-0.719, 0.545, 2.834]],
  "e_lumo_ev": [-0.740, -0.741],
  "homo_ha": [-0.32647, -0.32646],
  "gap_ha": [0.2993, 0.2992]
}

---

*Q*
{
  "formula": "C2H2S3",
  "method": "wB97M-V/def2-TZVPD",
  "symbols": ["C", "C", "S", "S", "S", "H", "H"],
  "coordinates": [[-0.294, 0.321, 0.450], [0.418, -0.047, -0.484], [3.445, 0.918, -1.374], [3.367, -1.501, 0.810], [3.354, 0.381, 0.487], [-0.805, 0.685, 1.318], [1.141, -0.559, -1.106]],
  "e_lumo_ev": [-2.497, -2.497],
  "homo_ha": [-0.35623, -0.35625],
  "gap_ha": [0.2645, 0.2645]
}

---

Last place for stability: *Q*